Formula: C62H139O36P5S8
Source: OMol25
Level of theory: wB97M-V/def2-TZVPD

Each line ends with the Löwdin spin population.
Atoms and positions in Å:
C (-5.264, 0.068, -5.966)  0.000
C (-6.578, 0.175, -5.254)  0.000
C (-7.690, -0.462, -6.100)  0.000
S (-7.308, -0.148, -7.890)  0.000
O (-8.053, 0.947, -8.433)  0.000
O (-7.138, -1.419, -8.635)  0.000
C (-5.610, 0.491, -7.458)  0.000
H (-4.841, -0.932, -5.874)  0.000
H (-4.538, 0.793, -5.597)  0.000
H (-6.840, 1.229, -5.160)  0.000
H (-6.485, -0.111, -4.206)  0.000
H (-8.680, -0.018, -5.999)  0.000
H (-7.858, -1.519, -5.894)  0.000
H (-5.768, 1.570, -7.444)  0.000
H (-4.895, 0.203, -8.229)  0.000
C (-3.400, -6.413, 0.775)  0.000
C (-2.130, -5.865, 1.503)  0.000
C (-1.798, -4.486, 0.979)  0.000
S (-2.314, -4.474, -0.778)  0.000
O (-1.132, -4.534, -1.686)  0.001
O (-3.352, -3.524, -0.906)  0.000
C (-3.062, -6.201, -0.695)  0.000
H (-4.264, -5.806, 1.045)  0.000
H (-3.656, -7.425, 1.090)  0.000
H (-1.271, -6.536, 1.524)  0.000
H (-2.484, -5.722, 2.524)  0.000
H (-0.730, -4.267, 1.012)  0.000
H (-2.301, -3.710, 1.556)  0.000
H (-2.272, -6.879, -1.019)  0.000
H (-3.874, -6.135, -1.419)  0.000
C (5.097, -0.028, -0.011)  0.000
C (5.123, -1.429, 0.807)  0.000
C (6.556, -2.041, 0.696)  0.000
S (7.618, -0.816, -0.241)  0.000
O (7.615, -1.115, -1.646)  0.000
O (8.898, -0.618, 0.484)  0.000
C (6.464, 0.595, 0.045)  0.000
H (4.371, 0.616, 0.486)  0.000
H (4.848, -0.181, -1.061)  0.000
H (4.311, -2.089, 0.501)  0.000
H (4.883, -1.211, 1.847)  0.000
H (6.736, -2.954, 0.129)  0.000
H (7.123, -2.025, 1.627)  0.000
H (6.580, 1.412, -0.668)  0.000
H (6.654, 0.906, 1.072)  0.000
C (-3.141, 3.573, -5.438)  0.000
C (-1.843, 4.309, -5.724)  0.000
C (-1.194, 4.518, -4.334)  0.000
S (-2.587, 5.124, -3.288)  0.000
O (-2.497, 6.599, -3.246)  0.000
O (-2.574, 4.260, -2.119)  0.000
C (-3.918, 4.533, -4.537)  0.000
H (-2.975, 2.633, -4.912)  0.000
H (-3.717, 3.378, -6.343)  0.000
H (-1.929, 5.253, -6.262)  0.000
H (-1.127, 3.637, -6.196)  0.000
H (-0.471, 5.331, -4.280)  0.000
H (-0.808, 3.599, -3.891)  0.000
H (-4.457, 5.313, -5.075)  0.000
H (-4.652, 3.977, -3.954)  0.000
C (6.782, -1.950, 5.370)  0.000
C (6.197, -2.842, 6.468)  0.000
C (4.811, -3.392, 5.957)  0.000
S (4.062, -2.043, 4.980)  0.000
O (3.050, -1.431, 5.770)  0.000
O (3.765, -2.457, 3.607)  0.000
C (5.560, -1.039, 4.917)  0.000
H (6.876, -2.617, 4.513)  0.000
H (7.633, -1.324, 5.637)  0.000
H (6.098, -2.245, 7.374)  0.000
H (7.001, -3.534, 6.715)  0.000
H (4.085, -3.750, 6.687)  0.000
H (4.986, -4.161, 5.205)  0.000
H (5.408, -0.167, 5.553)  0.000
H (5.617, -0.463, 3.993)  0.000
C (4.070, -2.862, -3.881)  0.024
C (3.090, -2.810, -2.773)  0.041
C (1.729, -3.278, -3.424)  0.190
S (2.308, -4.675, -4.566)  0.093
O (1.636, -4.440, -5.828)  0.312
O (2.213, -5.951, -3.864)  0.162
C (4.084, -4.131, -4.643)  0.130
H (5.101, -2.732, -3.551)  0.014
H (3.795, -2.020, -4.515)  0.000
H (2.946, -1.829, -2.320)  0.014
H (3.359, -3.475, -1.952)  0.000
H (1.311, -2.486, -4.046)  0.001
H (0.968, -3.813, -2.856)  0.003
H (4.537, -4.056, -5.632)  0.001
H (4.602, -4.879, -4.042)  0.006
C (-2.377, -3.373, -6.092)  0.000
C (-3.187, -4.392, -6.852)  0.000
C (-4.668, -4.431, -6.253)  0.000
S (-4.340, -4.230, -4.451)  0.000
O (-4.357, -5.489, -3.659)  0.000
O (-5.147, -3.065, -4.027)  0.000
C (-2.558, -3.681, -4.581)  0.000
H (-2.780, -2.387, -6.325)  0.000
H (-1.309, -3.390, -6.312)  0.000
H (-2.789, -5.399, -6.723)  0.000
H (-3.364, -4.125, -7.893)  0.000
H (-5.231, -5.347, -6.429)  0.000
H (-5.232, -3.575, -6.625)  0.000
H (-2.048, -4.576, -4.223)  0.000
H (-2.356, -2.858, -3.896)  0.000
C (-3.865, -0.806, 1.289)  0.000
C (-3.435, 0.541, 1.763)  0.000
C (-2.507, 0.384, 2.911)  0.000
S (-2.948, -1.210, 3.754)  0.000
O (-3.540, -0.935, 5.093)  0.000
O (-1.709, -2.035, 3.553)  0.000
C (-4.222, -1.647, 2.455)  0.000
H (-3.056, -1.330, 0.780)  0.000
H (-4.682, -0.696, 0.576)  0.000
H (-4.280, 1.178, 2.024)  0.000
H (-2.902, 1.101, 0.995)  0.000
H (-2.632, 1.153, 3.675)  0.000
H (-1.460, 0.347, 2.610)  0.000
H (-5.162, -1.287, 2.873)  0.000
H (-4.250, -2.737, 2.467)  0.000
C (4.022, 10.213, -0.895)  0.000
C (4.701, 8.829, -1.138)  0.000
O (4.033, 8.129, -2.188)  0.000
P (3.020, 6.891, -1.836)  0.000
O (2.304, 6.422, -3.053)  0.000
O (2.064, 7.607, -0.704)  0.000
C (1.065, 7.003, 0.125)  0.000
C (-0.198, 6.679, -0.758)  0.000
O (4.006, 5.846, -1.145)  0.000
C (4.926, 5.250, -2.014)  0.000
C (5.759, 4.139, -1.303)  0.000
H (2.970, 10.053, -0.658)  0.000
H (4.570, 10.634, -0.052)  0.000
H (3.995, 10.846, -1.782)  0.000
H (5.725, 8.993, -1.472)  0.000
H (4.625, 8.214, -0.241)  0.000
H (1.493, 6.168, 0.680)  0.000
H (0.674, 7.724, 0.843)  0.000
H (0.075, 5.942, -1.514)  0.000
H (-1.021, 6.170, -0.257)  0.000
H (-0.716, 7.493, -1.264)  0.000
H (4.468, 4.914, -2.944)  0.000
H (5.696, 5.998, -2.203)  0.000
H (6.373, 4.543, -0.498)  0.000
H (5.106, 3.338, -0.956)  0.000
H (6.523, 3.769, -1.986)  0.000
C (0.897, -5.034, 4.655)  0.000
C (2.037, -5.648, 3.861)  0.000
O (1.310, -6.413, 2.853)  0.000
P (1.873, -7.902, 2.500)  0.000
O (2.833, -8.470, 3.464)  0.000
O (0.512, -8.769, 2.298)  0.000
C (-0.313, -9.051, 3.380)  0.000
C (-1.082, -10.301, 2.874)  0.000
O (2.486, -7.829, 0.992)  0.000
C (1.640, -7.181, 0.025)  0.000
C (2.157, -5.769, -0.234)  0.001
H (0.325, -5.835, 5.123)  0.000
H (1.458, -4.513, 5.431)  0.000
H (0.234, -4.325, 4.157)  0.000
H (2.754, -4.974, 3.393)  0.000
H (2.813, -6.165, 4.426)  0.000
H (0.184, -9.268, 4.326)  0.000
H (-0.787, -8.110, 3.659)  0.000
H (-1.957, -10.585, 3.457)  0.000
H (-1.318, -10.205, 1.814)  0.000
H (-0.397, -11.143, 2.979)  0.000
H (1.802, -7.772, -0.877)  0.000
H (0.573, -7.151, 0.246)  0.000
H (1.917, -5.097, 0.590)  0.000
H (3.246, -5.752, -0.285)  0.000
H (1.807, -5.346, -1.176)  0.000
C (-6.374, 0.990, 4.405)  0.000
C (-7.405, 1.732, 3.551)  0.000
O (-6.984, 3.032, 3.272)  0.000
P (-7.813, 3.860, 2.154)  0.000
O (-9.242, 4.017, 2.362)  0.000
O (-6.865, 5.213, 2.042)  0.000
C (-6.705, 6.126, 3.106)  0.000
C (-7.935, 6.974, 3.412)  0.000
O (-7.420, 3.091, 0.797)  0.000
C (-6.053, 3.037, 0.339)  0.000
C (-6.058, 2.591, -1.062)  0.000
H (-6.406, -0.094, 4.293)  0.000
H (-5.382, 1.318, 4.093)  0.000
H (-6.493, 1.159, 5.475)  0.000
H (-7.500, 1.206, 2.601)  0.000
H (-8.362, 1.783, 4.070)  0.000
H (-6.418, 5.540, 3.979)  0.000
H (-5.850, 6.708, 2.762)  0.000
H (-7.649, 7.645, 4.222)  0.000
H (-8.252, 7.507, 2.515)  0.000
H (-8.771, 6.301, 3.597)  0.000
H (-5.567, 4.010, 0.404)  0.000
H (-5.523, 2.269, 0.902)  0.000
H (-5.045, 2.513, -1.458)  0.000
H (-6.621, 1.683, -1.277)  0.000
H (-6.510, 3.411, -1.619)  0.000
C (7.094, 1.804, 6.859)  0.000
C (6.219, 2.995, 6.477)  0.000
O (5.133, 2.504, 5.786)  0.000
P (5.123, 2.555, 4.145)  0.000
O (6.451, 2.282, 3.466)  0.000
O (4.043, 1.383, 3.857)  0.000
C (2.705, 1.440, 4.208)  0.000
C (1.950, 1.517, 2.904)  0.000
O (4.385, 3.919, 3.704)  0.000
C (5.047, 4.847, 2.883)  0.000
C (4.196, 6.005, 2.352)  0.000
H (8.031, 2.234, 7.215)  0.000
H (6.650, 1.195, 7.646)  0.000
H (7.349, 1.279, 5.938)  0.000
H (5.896, 3.456, 7.410)  0.000
H (6.826, 3.744, 5.969)  0.000
H (2.504, 0.589, 4.858)  0.000
H (2.542, 2.357, 4.774)  0.000
H (0.861, 1.570, 2.925)  0.000
H (2.329, 2.282, 2.227)  0.000
H (2.091, 0.594, 2.340)  0.000
H (5.954, 5.270, 3.316)  0.000
H (5.333, 4.297, 1.987)  0.000
H (3.754, 6.606, 3.147)  0.000
H (4.695, 6.666, 1.644)  0.000
H (3.358, 5.666, 1.743)  0.000
C (0.999, -1.922, 1.327)  0.001
C (0.487, -1.801, -0.090)  0.002
O (1.047, -0.589, -0.519)  0.001
P (0.119, 0.714, -0.829)  0.000
O (-0.161, 1.556, 0.349)  0.000
O (-1.125, 0.117, -1.644)  0.000
C (-2.108, 1.073, -1.976)  0.000
C (-3.318, 0.282, -2.376)  0.000
O (0.941, 1.441, -1.987)  0.000
C (2.117, 2.180, -1.608)  0.000
C (1.959, 3.495, -0.918)  0.000
H (0.584, -1.154, 1.979)  0.000
H (0.713, -2.835, 1.849)  0.000
H (2.079, -1.922, 1.473)  0.000
H (0.850, -2.587, -0.752)  0.001
H (-0.601, -1.759, -0.057)  0.000
H (-2.423, 1.566, -1.056)  0.000
H (-1.764, 1.741, -2.766)  0.000
H (-4.224, 0.865, -2.544)  0.000
H (-3.069, -0.204, -3.320)  0.000
H (-3.502, -0.442, -1.582)  0.000
H (2.798, 1.482, -1.122)  0.000
H (2.639, 2.530, -2.498)  0.000
H (2.920, 3.862, -0.556)  0.000
H (1.356, 4.262, -1.404)  0.000
H (1.413, 3.364, 0.017)  0.000

Atomic forces in eV per Å
C -0.044 0.260 -2.081
C -0.801 0.977 0.341
C -0.908 -0.299 -0.174
S 3.075 -2.123 0.560
O -0.584 -0.018 0.022
O -0.640 1.906 1.247
C -0.289 -0.343 0.797
H -0.031 -0.064 -0.185
H 0.038 -0.104 0.173
H 0.072 0.312 -0.201
H -0.396 -0.784 -0.155
H 0.126 0.317 0.346
H 0.443 -0.147 -0.406
H 0.172 0.060 -0.215
H -0.143 -0.029 0.064
C 0.921 0.820 -0.409
C -1.400 -0.183 1.125
C 0.744 0.193 -0.575
S 2.036 -3.511 0.858
O -1.472 0.633 0.999
O -1.047 1.660 -0.850
C 0.133 0.854 -0.397
H 0.005 0.180 0.034
H 0.303 -0.105 -0.389
H -0.158 -0.115 -0.245
H 0.562 -0.157 0.336
H -0.009 -0.066 -0.032
H -0.158 0.104 -0.391
H -0.072 0.020 -0.165
H -0.014 -0.294 0.070
C -0.200 -1.492 0.638
C 0.725 1.057 -0.665
C 0.587 1.397 -0.562
S 0.729 1.283 2.366
O -0.050 -0.393 -0.677
O -2.304 -0.474 -1.452
C 0.472 -0.683 0.578
H -0.125 0.018 -0.246
H -0.363 -0.107 -0.013
H 0.230 -0.107 -0.335
H 0.260 0.015 -0.020
H -0.426 -0.141 0.263
H -0.380 -0.464 0.162
H 0.399 -0.213 0.058
H 0.292 0.321 -0.013
C -0.533 1.170 -0.165
C 1.715 -1.111 0.995
C -1.072 1.236 0.070
S 0.812 0.654 -1.987
O -0.610 -2.337 0.419
O -0.737 0.715 0.021
C -0.041 -0.622 1.308
H 0.198 -0.052 -0.050
H 0.012 -0.098 -0.028
H -0.232 -0.188 -0.035
H -0.131 0.220 -0.740
H 0.193 -0.189 -0.110
H -0.078 0.057 -0.043
H 0.551 0.332 0.172
H -0.031 0.188 0.253
C -3.026 0.605 -1.212
C 0.020 0.656 0.372
C 1.124 0.111 -0.546
S 1.975 -0.360 -0.891
O -1.002 0.524 0.502
O -0.014 -0.122 0.977
C 0.612 0.811 0.590
H 1.109 0.137 -0.155
H 0.051 -0.455 -0.140
H -0.461 0.028 0.078
H -0.646 -0.809 -0.045
H 0.218 0.220 0.085
H 0.035 -0.231 0.108
H -0.108 -0.407 0.877
H 0.222 -0.906 -0.601
C 0.452 2.137 -0.494
C -1.220 -1.772 0.684
C 0.477 0.722 0.771
S -0.549 -2.142 0.098
O 0.273 0.168 0.267
O 0.260 1.941 -0.829
C 0.861 -0.516 0.573
H 0.183 0.318 0.117
H 0.437 0.036 -0.408
H -0.179 0.240 -0.267
H -0.108 -0.223 0.032
H -0.080 -0.293 -0.237
H -0.109 0.182 0.364
H -0.621 -0.214 -0.159
H -0.279 -0.491 -0.222
C -0.075 0.055 1.238
C -2.068 -0.752 -0.005
C 1.752 -0.038 0.498
S -0.526 0.999 1.415
O -0.132 1.982 -1.667
O 0.903 -1.604 -0.336
C -1.104 -0.537 -0.635
H 0.177 0.197 0.138
H -0.059 -0.006 -0.348
H 0.231 0.033 -0.374
H 0.627 -0.257 -0.115
H 0.283 -0.015 0.029
H -0.059 0.046 0.427
H 0.346 0.078 -0.252
H -0.338 -0.028 -0.032
C 0.326 -1.064 -1.494
C 0.119 1.334 -0.335
C 0.203 -0.227 1.679
S 1.478 1.100 0.085
O 1.093 -1.087 -2.556
O -2.546 0.607 0.697
C -0.450 -0.050 2.566
H 0.204 0.235 -0.400
H -0.107 -0.318 0.021
H -0.167 -0.253 0.201
H -0.061 -0.094 -0.237
H 0.087 0.021 -0.033
H -0.063 -0.260 0.095
H -0.053 -0.134 0.266
H 0.086 0.082 -0.694
C 0.126 -1.392 -0.048
C -0.920 1.231 -0.149
O -1.416 -1.493 -0.138
P -1.049 2.688 -1.149
O 0.914 0.045 1.510
O 1.934 -0.855 -0.653
C -2.239 -0.069 -1.127
C 0.437 -1.255 0.121
O -1.618 0.343 1.181
C 2.767 -0.859 0.086
C -0.679 0.579 -0.405
H 0.098 -0.050 0.394
H -0.257 0.510 -0.109
H 0.584 -0.013 0.059
H 0.066 -0.282 0.205
H 0.450 0.213 0.209
H -0.244 -0.209 -0.226
H 0.826 0.361 0.074
H 0.147 0.223 -0.299
H 0.246 -0.009 0.766
H 0.744 0.445 0.107
H -0.101 -0.020 0.115
H -0.197 0.261 -0.695
H -0.472 0.135 0.336
H 0.233 -0.146 0.114
H -0.330 -0.241 -0.350
C 1.682 0.127 0.939
C -0.571 0.742 -0.618
O 1.366 -1.927 -0.604
P 0.124 -0.562 0.035
O -0.634 0.613 -0.640
O 2.850 1.501 -1.225
C -1.244 -0.696 0.856
C 0.103 0.371 0.834
O -1.596 0.210 1.729
C 0.964 0.486 -1.299
C 0.382 0.260 0.360
H -0.054 0.081 -0.014
H -0.583 0.414 0.492
H 0.257 -0.149 -0.312
H -0.808 0.853 -0.708
H -0.982 -1.214 0.472
H 0.745 -0.485 -0.247
H -1.175 -0.154 -0.408
H -0.116 0.344 -0.039
H -0.184 0.144 0.149
H 0.115 0.033 -0.150
H -0.331 -0.041 -0.058
H 0.101 -0.321 0.380
H -0.274 0.074 -0.010
H 0.145 -0.332 -0.052
H -0.407 -0.124 0.035
C 0.065 0.327 0.032
C -0.266 -1.598 0.537
O 0.163 1.834 -0.433
P 2.627 0.930 -0.423
O -0.084 -0.095 0.058
O -1.839 -2.508 -0.896
C 0.161 0.193 0.499
C 0.400 -0.663 -0.898
O -0.271 0.830 0.465
C 0.106 -0.663 0.768
C -0.317 0.643 -1.745
H -0.254 0.035 -0.243
H 0.115 -0.023 0.163
H 0.082 0.310 -0.072
H -0.332 -0.186 -0.072
H -0.159 -0.217 -0.186
H 0.154 0.201 0.253
H -0.049 0.287 0.369
H -0.537 0.012 0.035
H 0.268 0.390 0.072
H 0.007 0.166 0.690
H -0.062 -0.106 0.349
H 0.030 0.361 0.590
H 0.121 -0.109 0.224
H 0.055 -0.058 0.276
H -0.234 -0.144 -0.416
C 0.690 1.026 -0.278
C 1.844 -0.239 1.928
O -1.807 0.241 -3.150
P 0.899 -1.550 -0.254
O -2.675 0.661 1.396
O 3.608 1.009 -0.333
C -1.716 1.154 0.315
C -0.617 -1.063 -0.827
O -0.249 -0.945 1.477
C 0.862 1.024 -2.442
C -1.195 -0.245 0.443
H 0.151 -0.247 0.313
H -0.032 -0.139 -0.289
H -0.125 -0.383 0.165
H -0.428 0.174 -0.141
H -0.215 -0.040 -0.488
H -0.339 0.013 -0.284
H -0.269 -0.009 0.256
H 0.011 0.424 0.518
H -0.002 0.375 0.359
H 0.316 -0.288 0.027
H -0.039 -0.311 0.427
H 0.483 -0.025 -0.029
H 0.170 0.093 0.099
H 0.702 -0.156 0.372
H -0.130 -0.474 0.173
C -0.097 -1.103 1.309
C 0.373 -0.336 1.806
O -0.677 2.281 -1.910
P 0.724 -0.346 0.176
O -0.176 -0.779 -0.584
O 1.961 -0.312 0.707
C -1.934 0.411 0.456
C 0.061 -0.361 -0.763
O -0.270 0.165 0.280
C 1.216 0.603 -0.981
C -1.281 -0.039 2.509
H -0.031 0.266 -0.295
H -0.317 -0.318 -0.251
H 0.147 0.311 -0.543
H -0.250 -0.179 -0.001
H -0.079 -0.174 -0.400
H 0.575 0.811 -0.183
H 0.110 0.180 0.301
H 0.194 0.201 0.107
H -0.314 -0.503 0.017
H -0.165 -0.215 -0.266
H -0.041 0.166 0.405
H -0.242 -0.943 -0.769
H 0.053 0.085 -0.633
H 0.509 -0.158 -0.699
H -0.155 -0.208 0.238

Computed properties:
- Electronic energy: -10046.60835 Eh
- 2S+1: 2
- HOMO level (spin up / spin down): -0.432 / -0.432 Eh
- Total charge: +1
- Orbital gap (spin up / spin down): 9.1 / 2.4 eV